# 1
The following is a DFT calculation (wB97M-V/def2-TZVPD) of an isolated molecule of CH3NS2 at a distorted geometry.

Its total energy is -890.97060 Eh. For the largest force on an atom, the calculation gives 4.97 eV/Å. For the LUMO energy, the calculation gives -0.49 eV. The value obtained for the energy above the lowest of the compared OMol25 structures with the same formula, charge and spin is 36.2 kcal/mol.

XYZ file:
```
7
Properties=species:S:1:pos:R:3:lowdin_charge:R:1
S -2.866 -0.298 -0.028 0.58
C -1.242 -0.120 -0.255 -0.88
N -0.341 -0.307 0.673 -0.32
S 1.524 -0.623 0.193 0.69
H -0.879 -0.016 -1.302 0.06
H -0.490 -1.077 1.315 0.06
H 1.341 -1.056 -1.037 -0.20
```

---

# 2
The following is a DFT calculation (wB97M-V/def2-TZVPD) of a structure of composition CH3Na8O5 at a distorted geometry.

Its total energy is -1712.47926 Eh. The total charge is +5. For the largest force on an atom, the calculation gives 8.19 eV/Å. For the LUMO energy, the calculation gives -18.93 eV. The value obtained for the energy above the lowest of the compared OMol25 structures with the same formula, charge and spin is 52.3 kcal/mol.

XYZ file:
```
17
Properties=species:S:1:pos:R:3:lowdin_charge:R:1
Na 2.193 1.917 0.467 0.82
Na 2.993 -1.138 -0.069 0.77
Na -0.213 3.995 -0.987 0.88
Na -2.659 2.214 1.030 0.86
Na 0.981 -0.029 2.446 0.68
Na -2.315 -0.712 2.837 0.89
Na -2.656 1.861 -2.536 0.91
Na 0.962 1.336 -2.655 0.84
O 1.432 -2.439 1.806 -0.27
H 0.970 -2.279 0.965 -0.13
C -0.328 0.519 -0.059 -1.05
O -0.938 0.164 0.966 -0.04
O -0.782 1.474 -0.683 -0.10
O 0.759 0.006 -0.308 -0.08
O -0.243 -2.596 -0.852 0.01
H -0.116 -1.690 -0.578 -0.04
H -0.040 -2.602 -1.791 0.07
```